A molecular structure, C52H40IN4O4S2Ti at a distorted geometry, computed with ωB97M-V with the def2-TZVPD basis set.

## Properties
* 2S+1: 2
* HOMO energy (spin up / spin down): -12.3 / -12.5 eV
* relative energy (zero: lowest compared OMol25 entry of this formula, charge and spin): 70.0 kJ/mol
* E_LUMO (spin up / spin down): -5.7 / -6.2 eV
* charge: +2
* E_tot: -121599.870 eV
* molecular weight: 1023.821 u
* ⟨S²⟩: 0.782

Atoms and positions in Å:
Ti  0.259  -0.249  -0.193
O  -1.595  -3.166  3.829
C  -0.449  -3.739  3.453
C  -0.016  -4.846  4.186
C  1.171  -5.469  3.875
C  1.966  -5.016  2.818
C  1.546  -3.945  2.073
C  0.338  -3.286  2.370
C  -0.083  -2.198  1.520
O  0.530  -1.977  0.379
N  -1.152  -1.449  1.813
N  -1.374  -0.642  0.753
C  -2.527  -0.169  0.363
C  -2.491  0.184  -1.023
C  -3.595  0.580  -1.780
C  -3.471  0.699  -3.146
C  -2.244  0.398  -3.740
C  -1.188  0.029  -2.940
N  -1.277  -0.063  -1.602
H  -1.796  -2.409  3.252
H  -0.645  -5.194  4.994
H  1.495  -6.318  4.463
H  2.894  -5.515  2.581
H  2.131  -3.585  1.237
H  -3.426  -0.198  0.966
H  -4.540  0.744  -1.281
H  -4.311  1.000  -3.757
H  -2.120  0.439  -4.812
H  -0.226  -0.203  -3.377
C  0.603  3.986  7.349
C  0.275  3.399  6.009
C  1.272  3.224  5.047
C  0.974  2.745  3.784
C  -0.341  2.430  3.489
C  -1.347  2.536  4.442
C  -1.032  3.025  5.696
S  -0.887  1.959  1.864
O  0.309  1.253  1.176
C  -1.065  3.607  1.133
C  -2.427  3.981  1.129
C  -2.816  5.180  0.613
C  -1.867  6.049  0.033
C  -2.259  7.267  -0.568
C  -1.336  8.080  -1.160
C  0.023  7.709  -1.177
C  0.436  6.543  -0.597
C  -0.494  5.678  0.032
C  -0.090  4.438  0.626
C  1.358  4.085  0.548
C  2.342  4.777  1.306
C  2.004  5.756  2.269
C  2.983  6.412  2.960
C  4.344  6.133  2.721
C  4.700  5.182  1.807
C  3.713  4.475  1.081
C  4.066  3.491  0.126
C  3.112  2.829  -0.590
C  1.762  3.150  -0.376
S  0.463  2.324  -1.291
O  1.074  0.948  -1.585
C  0.521  3.247  -2.805
C  -0.595  4.032  -3.069
C  -0.600  4.844  -4.189
C  0.496  4.872  -5.050
C  0.511  5.781  -6.244
C  1.594  4.052  -4.774
C  1.616  3.240  -3.657
H  1.674  3.967  7.537
H  0.092  3.452  8.149
H  0.270  5.026  7.391
H  2.295  3.476  5.296
H  1.751  2.605  3.045
H  -2.361  2.236  4.202
H  -1.806  3.109  6.449
H  -3.156  3.305  1.563
H  -3.861  5.465  0.628
H  -3.306  7.546  -0.549
H  -1.641  9.011  -1.619
H  0.748  8.358  -1.650
H  1.483  6.277  -0.624
H  0.962  5.985  2.453
H  2.719  7.161  3.696
H  5.106  6.678  3.262
H  5.744  4.963  1.618
H  5.115  3.274  -0.034
H  3.380  2.075  -1.319
H  -1.444  4.010  -2.393
H  -1.462  5.463  -4.404
H  -0.495  6.091  -6.516
H  0.979  5.301  -7.102
H  1.094  6.676  -6.016
H  2.448  4.067  -5.440
H  2.465  2.598  -3.458
I  5.306  -2.168  -2.372
C  4.398  -1.190  -0.761
C  5.137  -0.767  0.339
C  4.472  -0.130  1.372
C  3.106  0.079  1.272
N  2.404  -0.327  0.217
C  3.036  -0.960  -0.777
H  6.204  -0.939  0.379
H  5.007  0.205  2.250
H  2.557  0.585  2.055
H  2.428  -1.285  -1.614